(1)
DFT (ωB97M-V/def2-TZVPD) results for a molecular structure, C23H31CoF6O3 in a non-equilibrium geometry.

Geometry as XYZ:
```
64
Properties=species:S:1:pos:R:3:forces:R:3:mulliken_charge:R:1
O -0.180749 -0.406206 -4.085855 -0.245 0.483 -2.044 -0.05
C -0.011535 0.917577 -4.677836 0.059 -0.004 0.585 -0.48
C -0.075506 0.397175 -6.108024 -0.045 -0.357 0.587 -0.75
H 0.962182 1.346554 -4.411853 -0.233 -0.004 0.159 0.09
H -0.833319 1.565164 -4.359981 0.208 0.140 -0.098 0.33
C -0.106551 -0.986804 -5.409832 0.033 -0.364 -0.698 1.25
H 0.842605 0.570776 -6.675979 -0.434 0.070 -0.193 0.32
H -0.999558 0.669541 -6.622348 0.303 -0.068 -0.185 0.30
C 1.202718 -1.727810 -5.586443 0.126 -0.135 -0.098 -1.58
H 2.040628 -1.056523 -5.362371 -0.113 -0.220 0.043 0.34
H 1.290528 -2.057672 -6.632354 0.044 -0.009 0.271 0.43
H 1.247082 -2.603066 -4.923550 0.054 0.222 -0.154 0.33
C -1.293591 -1.872515 -5.737417 0.020 -0.085 -0.027 -1.73
H -2.246117 -1.361983 -5.560747 0.171 -0.038 0.030 0.37
H -1.257230 -2.790151 -5.136317 -0.088 0.166 -0.079 0.36
H -1.244760 -2.156382 -6.797665 -0.039 0.018 0.219 0.41
Co -0.493707 -0.867461 2.419468 0.658 4.418 -0.629 0.18
C -2.154878 -1.183082 3.465514 -2.131 0.717 0.170 -0.79
C -2.179497 0.206875 3.824903 -0.952 -0.783 -0.560 -0.74
C -2.488964 0.953798 2.660862 -0.845 -0.277 -0.009 -0.76
H -2.086624 0.573781 4.845818 0.194 -0.014 -0.506 0.74
C -2.724128 0.077833 1.577084 0.266 -0.507 0.944 -0.81
C -2.425316 -1.261342 2.029199 -2.113 0.246 0.445 0.07
H -2.657028 -2.177452 1.487790 0.074 0.362 0.164 0.57
H -2.195476 -1.990621 4.191398 0.150 0.171 -0.348 0.58
H -2.592632 2.030925 2.616392 0.117 -0.217 -0.017 0.54
H -3.157310 0.346441 0.610463 0.596 -0.084 0.314 0.73
C 0.513082 -2.134787 3.614837 1.543 -1.626 -0.172 -0.38
C -0.290175 -2.807078 2.621743 1.603 -1.523 0.122 -0.57
C 0.237965 -2.448714 1.336095 1.069 -1.560 -0.146 -0.41
H -1.055162 -3.553961 2.814793 -0.070 0.576 -0.104 0.55
C 1.462968 -1.734687 1.541187 -0.457 -0.657 0.325 -0.70
C 1.629420 -1.545557 2.931217 -0.369 -1.334 0.417 -0.44
H 2.477742 -1.098228 3.422189 -0.261 0.235 -0.161 0.81
H 0.359845 -2.150152 4.688323 0.056 -0.078 -0.249 0.51
H -0.138888 -2.798842 0.377327 0.100 0.130 0.367 0.46
H 2.146614 -1.423509 0.762448 -0.209 0.255 0.065 0.52
O 1.444964 -0.149313 -2.142289 -1.505 0.978 1.344 -0.44
C 0.166924 -0.643993 -1.609156 0.667 -0.301 0.833 0.59
C -0.830646 0.514893 -1.650075 0.086 0.002 -0.575 0.42
H 0.319772 -0.940532 -0.546476 0.082 0.312 -0.694 -1.22
H -0.170595 -1.527643 -2.161212 0.319 0.321 0.043 0.57
C 0.072457 1.759440 -1.507709 -0.301 0.055 -0.062 -0.40
H -1.621123 0.447089 -0.890140 0.438 -0.030 -0.162 -0.45
H -1.286880 0.510101 -2.646544 -0.189 0.034 0.641 0.21
C 1.493698 1.187093 -1.548804 0.599 -0.681 0.641 -0.41
H -0.110953 2.255944 -0.546712 0.145 0.050 -0.271 0.19
H -0.123606 2.466815 -2.326972 0.130 -0.123 0.345 0.27
H 1.829921 1.089378 -0.488630 0.007 -0.003 -0.578 -0.03
H 2.238543 1.794599 -2.078900 -0.276 -0.244 -0.034 0.43
C 0.992631 1.056006 5.033839 -0.016 -0.091 0.112 -1.91
C 0.856878 1.618756 3.622735 0.127 0.405 -0.843 0.34
O 0.269318 0.794877 2.690827 0.811 1.484 0.499 0.61
C 0.048128 2.972924 3.715555 -0.593 0.106 -0.029 0.43
F 0.678457 3.948714 4.422198 -0.293 -0.651 -0.505 -0.27
F -0.243852 3.475705 2.492017 0.063 -0.309 0.935 -0.23
F -1.141677 2.755205 4.363335 0.862 0.374 -0.408 -0.26
C 2.281125 2.022385 3.105939 0.527 -0.189 -0.208 0.58
F 2.996628 2.710402 4.036784 -0.339 -0.349 -0.647 -0.29
F 3.010562 0.904160 2.809939 -0.370 0.925 0.176 -0.25
F 2.240684 2.767527 1.976311 0.085 -0.453 0.745 -0.22
H 0.014377 0.733712 5.398098 0.169 0.135 -0.083 0.24
H 1.398204 1.829877 5.691975 -0.066 -0.254 0.030 0.54
H 1.651394 0.184045 5.033560 -0.011 0.232 0.001 0.33
```
Forces are in eV/Å.

The total energy is -84423.0452 eV. The molar mass comes out at 528.4 g/mol. Its largest force on an atom is 4.51 eV/Å. As for the expectation value of S²: 6.05. Its lowest unoccupied orbital energy (alpha / beta) is 0.52 / -1.00 eV. Its spin multiplicity is 5.

---

(2)
DFT (ωB97M-V/def2-TZVPD) results for a molecular structure, C23H31ErN4O9P2 in a non-equilibrium geometry.

Geometry as XYZ:
```
70
Properties=species:S:1:pos:R:3:forces:R:3:mulliken_charge:R:1
C -0.615618 3.905555 -2.558135 0.845 1.204 0.007 -1.26
C -0.661648 2.573413 -2.079251 -0.815 -1.103 0.384 1.23
N 0.405541 2.123735 -1.307621 -0.085 -0.465 0.348 0.30
C 1.288912 2.999370 -0.784325 -0.038 0.994 -0.446 0.91
C 1.276030 4.342462 -1.136868 0.814 -0.755 0.758 -1.08
C 0.339742 4.782621 -2.076545 -0.978 -0.695 -0.750 -0.48
C -1.816162 1.789622 -2.324378 0.562 0.224 -0.315 -1.39
P -2.246087 0.194083 -1.668375 -0.187 1.225 -0.482 1.29
Er 0.048367 0.012349 -0.255666 -0.896 -0.588 -0.680 -0.08
P 2.641320 0.714634 0.327385 0.591 1.119 0.558 1.19
C 2.305941 2.544194 0.264841 0.122 0.055 0.043 -1.38
C 0.142697 -2.488712 -0.631468 0.297 2.549 -0.663 0.58
C -0.959988 -3.118578 -0.081461 0.100 -1.535 0.346 -0.19
C -0.893714 -4.488502 0.244383 -0.297 0.472 -0.179 -0.75
C 0.251419 -5.228492 -0.059811 0.185 0.259 -0.097 -0.56
C 1.328630 -4.598788 -0.695344 -0.051 0.319 -0.224 -0.53
C 1.259711 -3.217957 -0.997632 0.082 -1.579 0.573 -0.68
O -0.680430 1.698388 -6.435425 1.154 0.505 -0.183 -0.58
O 0.372623 -3.140047 -5.871933 -0.912 -0.344 0.630 -0.62
H -1.374446 4.207250 -3.274505 0.158 0.090 0.162 0.41
H 2.015348 5.003369 -0.685596 -0.244 -0.054 -0.198 0.45
H 0.370872 5.806771 -2.425291 -0.094 0.022 0.004 0.42
C -3.672139 0.461475 -0.538480 -0.235 -0.215 0.020 -1.21
C -2.979487 -0.735095 -3.058119 0.129 -0.260 0.082 -1.24
H 3.264983 3.049835 0.066647 -0.308 -0.067 0.165 0.70
H 1.966934 2.881809 1.261097 0.069 -0.137 -0.377 0.42
H -1.028015 1.316278 -7.239150 -0.299 -0.242 -0.266 0.29
H -2.512551 2.234181 -3.042236 0.087 -0.066 0.268 0.16
C 3.156831 0.362702 2.038265 0.293 -0.078 0.280 -1.31
C 4.220092 0.650110 -0.582282 0.096 -0.512 -0.326 -1.42
H -1.886843 -2.582517 0.118724 0.221 -0.041 0.103 0.29
H -1.747295 -4.954349 0.741234 0.229 -0.015 -0.181 0.44
H 0.298216 -6.292632 0.183818 0.022 0.348 -0.052 0.36
H 2.218797 -5.174982 -0.957281 -0.233 0.098 0.060 0.37
H 2.101996 -2.732988 -1.497558 0.001 -0.220 0.139 0.34
H 1.397167 -0.809032 -1.567268 0.177 -0.828 -0.848 -0.83
H -0.048009 -3.338419 -5.010770 0.273 0.124 -0.696 0.32
H 1.243526 -2.846267 -5.632273 0.629 0.216 0.106 0.30
H 0.201568 2.024760 -6.723486 -0.864 -0.267 0.463 0.30
H 1.540655 -0.122815 -1.818228 0.280 0.255 -0.684 0.78
H -4.590637 0.613240 -1.123377 0.158 0.028 0.237 0.46
H -3.782912 -0.414597 0.114156 -0.141 0.168 -0.159 0.21
H -3.488510 1.340067 0.094411 0.025 -0.216 -0.252 0.28
H -3.841040 -0.179977 -3.459147 0.279 -0.183 0.083 0.42
H -2.212038 -0.859943 -3.837232 -0.333 0.034 0.247 0.29
H -3.300358 -1.721989 -2.693856 0.019 0.244 -0.214 0.39
H 5.030468 1.106460 -0.001080 -0.242 -0.027 -0.055 0.41
H 4.475846 -0.401562 -0.777013 0.038 0.319 -0.052 0.39
H 4.126155 1.184264 -1.538003 -0.037 -0.220 0.226 0.38
H 4.131569 0.813974 2.268038 -0.274 -0.054 0.055 0.46
H 2.410318 0.711651 2.764825 0.145 -0.059 -0.204 0.29
H 3.241077 -0.729874 2.139192 -0.001 0.309 0.025 0.38
O -0.050453 -1.107630 7.459057 0.053 1.780 -1.356 -0.59
N 0.069568 -0.051228 6.804804 0.816 -0.020 2.439 0.97
O 0.718800 0.932145 7.215967 -1.181 -1.541 -0.940 -0.59
C -0.545610 0.023242 5.500885 0.102 0.281 -0.877 -0.29
C -1.218363 -1.114544 5.008847 -0.331 -0.062 -0.598 -0.38
C -1.528954 -1.168842 3.660266 0.264 0.341 0.828 -1.11
C -0.917511 -0.233218 2.797484 0.303 0.028 -1.687 1.51
O -0.565803 -0.595464 1.618015 -0.963 0.026 2.431 -0.19
C -0.598864 1.053501 3.336944 0.121 -0.580 0.526 -0.42
C -0.323644 1.156243 4.702120 -0.044 -0.365 0.043 -0.43
N -0.352658 2.118300 2.416275 0.624 1.139 -1.570 0.82
O -0.722900 1.940960 1.194859 0.883 0.848 2.714 -0.35
O 0.229238 3.150846 2.789050 -1.381 -1.955 -0.580 -0.59
N -2.314000 -2.220193 3.020598 -0.898 -1.810 -0.749 0.93
O -2.289176 -3.354524 3.524533 -0.033 1.948 -0.632 -0.58
O -2.977333 -1.921007 2.004824 1.241 -0.284 2.231 -0.48
H -1.461140 -1.947716 5.660411 0.018 0.157 -0.015 0.59
H 0.113378 2.068611 5.104533 -0.111 -0.287 0.005 0.58
```
Forces are in eV/Å.

The total energy is -94931.3470 eV. The molar mass comes out at 736.7 g/mol. Its largest force on an atom is 2.98 eV/Å. As for the expectation value of S²: 3.75. Its lowest unoccupied orbital energy (alpha / beta) is -2.18 / -2.17 eV. Its spin multiplicity is 4.

---

(3)
DFT (ωB97M-V/def2-TZVPD) results for a single C23H31FN2O4S molecule in a non-equilibrium geometry.

Geometry as XYZ:
```
62
Properties=species:S:1:pos:R:3:forces:R:3:mulliken_charge:R:1
C -1.441650 -0.085318 2.348296 -0.100 -0.183 0.049 -0.60
C -2.541524 -1.122983 2.140165 -0.042 0.108 -0.199 -1.09
C -2.700512 -1.639849 0.701375 0.263 -0.149 0.340 -0.18
C -1.355493 -2.173119 0.202817 -0.309 -0.279 -0.119 0.27
C -1.466474 -2.781268 -1.186495 0.148 0.231 0.017 -1.24
C -2.007137 -1.708763 -2.120188 -0.266 -0.242 0.074 -0.31
C -3.340122 -1.206287 -1.578297 0.156 0.033 -0.349 -1.09
N -3.210933 -0.636088 -0.240494 -0.030 -0.255 -0.034 0.86
C -4.469815 -0.011380 0.173516 -0.143 0.258 0.298 -1.01
C -4.288362 1.413577 0.709899 -0.013 -0.158 -0.302 -0.41
C -3.621081 2.328696 -0.315828 -0.187 0.210 0.179 -0.97
N -2.256245 1.925582 -0.554671 0.061 -0.137 -0.100 0.04
C -1.227018 2.783986 -0.459508 -0.284 -0.256 -0.191 0.18
O -1.345032 3.980208 -0.249025 0.238 0.149 0.068 -0.75
C 0.105013 2.177574 -0.674200 0.914 0.900 0.140 0.62
C 1.328741 2.794119 -0.657415 -0.827 -0.265 0.055 -1.28
C 2.276743 1.800021 -0.969734 -0.317 -0.656 -0.229 -0.38
C 1.570932 0.642533 -1.162605 0.788 0.800 -0.031 0.39
C 2.011636 -0.727049 -1.459995 -0.068 -0.276 0.895 -1.31
S 2.234520 -1.689760 0.112936 0.343 -0.463 -0.116 1.23
O 1.651894 -0.961038 1.204637 0.134 0.404 0.098 -0.57
O 1.770516 -3.030400 -0.118052 0.100 -0.290 -0.302 -0.67
C 4.051278 -1.791056 0.392359 -0.966 0.071 -0.410 -1.48
C 4.622758 -0.427683 0.480514 0.416 0.377 -0.170 0.40
C 4.384498 0.384247 1.585268 0.152 0.089 -0.090 -0.09
C 4.900490 1.665912 1.646593 -0.024 0.020 0.119 -0.80
C 5.678043 2.159760 0.611098 -0.042 -0.080 -0.045 -0.34
C 5.927672 1.375101 -0.502039 0.009 -0.128 -0.114 -0.65
C 5.388357 0.104361 -0.552110 -0.071 -0.010 0.189 0.71
F 5.608094 -0.652139 -1.656362 -0.027 0.067 0.114 -0.40
O 0.253872 0.867588 -0.979402 -0.353 -0.279 -0.033 -0.05
H -0.455684 -0.510273 2.185164 0.075 0.020 -0.010 0.07
H -1.483334 0.282595 3.372108 0.034 0.091 0.067 0.45
H -1.562181 0.759826 1.677882 0.036 0.143 -0.062 -0.05
H -3.491532 -0.718020 2.493507 -0.054 -0.073 0.056 0.40
H -2.318732 -1.993157 2.762763 -0.101 -0.028 0.001 0.61
H -3.417846 -2.486723 0.741272 0.053 0.085 -0.047 0.14
H -0.640557 -1.353175 0.167855 0.008 0.071 0.093 -0.73
H -0.977616 -2.912715 0.908504 0.054 0.027 0.106 0.55
H -0.488532 -3.141840 -1.508479 -0.010 -0.076 -0.033 0.46
H -2.150846 -3.633559 -1.170945 -0.001 -0.071 -0.023 0.45
H -1.304937 -0.874360 -2.171998 0.029 0.063 -0.059 0.00
H -2.156013 -2.098677 -3.129285 0.008 0.050 -0.035 0.43
H -3.724295 -0.424980 -2.240451 -0.068 -0.057 0.044 0.55
H -4.063070 -2.042686 -1.581420 -0.028 0.071 -0.014 0.47
H -5.136624 0.046608 -0.692528 0.037 -0.054 0.027 0.61
H -4.985978 -0.623702 0.925044 0.005 -0.041 -0.096 0.26
H -5.274532 1.814531 0.952204 -0.024 0.024 0.053 0.45
H -3.692835 1.408831 1.620589 0.000 0.023 0.109 0.10
H -3.599704 3.363151 0.037868 -0.054 -0.134 -0.110 0.51
H -4.180605 2.296614 -1.259307 -0.042 0.085 0.066 0.25
H -2.128182 0.913999 -0.599640 0.157 0.143 0.048 -0.03
H 1.505648 3.828404 -0.449249 -0.059 0.240 0.045 0.61
H 3.335717 1.927056 -1.055874 0.274 -0.064 -0.001 0.74
H 2.966556 -0.752726 -1.973550 0.089 0.020 -0.148 0.67
H 1.262112 -1.289050 -2.011147 -0.006 -0.152 -0.034 0.48
H 4.449849 -2.376767 -0.430715 0.037 -0.063 0.005 0.45
H 4.138803 -2.341759 1.325709 -0.099 -0.089 0.045 0.45
H 3.772782 0.001354 2.386177 -0.078 -0.030 0.104 0.42
H 4.698248 2.282674 2.507911 -0.026 0.055 0.092 0.43
H 6.087179 3.156495 0.664061 0.040 0.097 0.003 0.39
H 6.523107 1.732961 -1.327113 0.059 0.013 -0.093 0.44
```
Forces are in eV/Å.

The total energy is -49077.3522 eV. The molar mass comes out at 450.6 g/mol. Its largest force on an atom is 1.29 eV/Å. Its lowest unoccupied orbital energy is 0.54 eV. Its spin multiplicity is 1. The SMILES is CC[C@@H]1CCCCN1CCCNC(=O)c1ccc(CS(=O)(=O)Cc2ccccc2F)o1.

---

Question: Among the records above, which one has the lowest total energy?
Answer: C23H31ErN4O9P2

---

Question: Among the records above, which one has the highest largest force on an atom?
Answer: C23H31CoF6O3